{"formula": "C4H16NO5", "method": "ωB97M-V with the def2-TZVPD basis set", "de_lowest_kj_mol": 100.5, "total_charge": 0, "energy_ha": -592.7783, "multiplicity": 2, "e_lumo_ev": [0.5, -4.2], "species": ["C", "C", "C", "O", "N", "C", "O", "H", "H", "H", "H", "H", "H", "H", "H", "H", "H", "H", "H", "O", "H", "H", "O", "H", "H", "O"], "xyz": [[1.69, 0.24, 0.02], [1.24, -1.05, 0.75], [1.12, -0.76, 2.27], [0.48, 0.45, 2.66], [-0.06, -1.61, 0.30], [-1.13, -0.54, 0.42], [-1.22, 0.21, -0.69], [0.95, 1.05, 0.23], [1.64, 0.11, -1.04], [2.77, 0.58, 0.08], [2.11, -1.79, 0.44], [0.49, -1.49, 2.90], [2.21, -0.53, 2.65], [0.15, 1.02, 1.89], [0.09, -1.90, -0.67], [-2.06, -1.18, 0.40], [-1.07, 0.00, 1.32], [-0.41, 1.75, -2.83], [-0.22, 0.85, -1.49], [0.28, 1.42, -2.23], [-1.20, 1.58, 0.04], [-0.25, 2.80, -0.11], [-0.85, 2.40, 0.48], [-1.37, -1.61, -1.92], [-1.06, -0.56, -3.02], [-1.17, -1.58, -2.93]], "nbo_charge": [-0.656, -0.115, -0.097, -0.754, -0.439, 0.011, -0.557, 0.208, 0.244, 0.248, 0.234, 0.203, 0.195, 0.492, 0.386, 0.211, 0.244, 0.464, 0.485, -1.024, 0.470, 0.485, -0.939, 0.451, 0.482, -0.931]}

{"formula": "C72H144O30S12", "method": "ωB97M-V with the def2-TZVPD basis set", "total_charge": 0, "energy_ha": -9864.9792, "e_lumo_ev": 0.2, "species": ["C", "C", "C", "O", "C", "H", "H", "H", "H", "H", "H", "H", "H", "C", "C", "C", "O", "C", "H", "H", "H", "H", "H", "H", "H", "H", "C", "C", "C", "O", "C", "H", "H", "H", "H", "H", "H", "H", "H", "C", "C", "C", "O", "C", "H", "H", "H", "H", "H", "H", "H", "H", "C", "C", "C", "O", "C", "H", "H", "H", "H", "H", "H", "H", "H", "C", "C", "C", "O", "C", "H", "H", "H", "H", "H", "H", "H", "H", "C", "C", "C", "S", "O", "O", "C", "H", "H", "H", "H", "H", "H", "H", "H", "C", "C", "C", "S", "O", "O", "C", "H", "H", "H", "H", "H", "H", "H", "H", "C", "C", "C", "S", "O", "O", "C", "H", "H", "H", "H", "H", "H", "H", "H", "C", "C", "C", "S", "O", "O", "C", "H", "H", "H", "H", "H", "H", "H", "H", "C", "C", "C", "S", "O", "O", "C", "H", "H", "H", "H", "H", "H", "H", "H", "C", "C", "C", "S", "O", "O", "C", "H", "H", "H", "H", "H", "H", "H", "H", "C", "C", "C", "S", "O", "O", "C", "H", "H", "H", "H", "H", "H", "H", "H", "C", "C", "C", "S", "O", "O", "C", "H", "H", "H", "H", "H", "H", "H", "H", "C", "C", "C", "S", "O", "O", "C", "H", "H", "H", "H", "H", "H", "H", "H", "C", "C", "C", "S", "O", "O", "C", "H", "H", "H", "H", "H", "H", "H", "H", "C", "C", "C", "S", "O", "O", "C", "H", "H", "H", "H", "H", "H", "H", "H", "C", "C", "C", "S", "O", "O", "C", "H", "H", "H", "H", "H", "H", "H", "H"], "xyz": [[3.96, 5.98, 2.19], [3.97, 7.45, 2.63], [2.63, 7.99, 2.14], [1.95, 6.94, 1.57], [2.96, 5.96, 1.13], [3.57, 5.38, 2.99], [4.93, 5.52, 1.87], [4.77, 8.04, 2.15], [4.07, 7.58, 3.73], [2.82, 8.81, 1.43], [2.04, 8.50, 2.85], [3.42, 6.26, 0.15], [2.37, 5.06, 1.01], [1.54, -7.04, 3.84], [1.07, -8.47, 3.85], [1.44, -8.98, 2.49], [2.50, -8.14, 1.99], [2.04, -6.82, 2.42], [2.34, -6.91, 4.55], [0.67, -6.40, 4.07], [-0.03, -8.56, 3.86], [1.53, -9.03, 4.64], [0.63, -8.95, 1.77], [1.73, -10.04, 2.48], [1.13, -6.49, 1.80], [2.96, -6.25, 2.30], [2.52, 3.09, -4.00], [3.18, 1.79, -4.58], [4.68, 2.05, -4.53], [4.81, 3.25, -3.73], [3.66, 4.02, -3.74], [1.91, 2.87, -3.13], [1.88, 3.54, -4.75], [2.90, 1.59, -5.62], [2.89, 0.90, -4.04], [5.04, 2.25, -5.60], [5.14, 1.26, -4.05], [3.73, 4.80, -4.51], [3.52, 4.50, -2.77], [-1.85, -4.14, 1.87], [-3.11, -4.01, 0.96], [-2.93, -5.23, 0.02], [-2.54, -6.25, 0.94], [-1.52, -5.65, 1.70], [-2.23, -3.94, 2.87], [-1.17, -3.36, 1.56], [-2.99, -3.04, 0.49], [-4.12, -4.12, 1.39], [-2.24, -5.04, -0.84], [-3.92, -5.55, -0.37], [-0.56, -5.75, 1.20], [-1.47, -6.26, 2.61], [3.85, 1.41, -0.67], [5.39, 1.57, -0.64], [5.60, 3.07, -0.39], [4.47, 3.40, 0.40], [3.32, 2.66, -0.09], [3.47, 0.49, -0.15], [3.51, 1.25, -1.69], [5.83, 1.04, -1.44], [5.73, 1.01, 0.24], [5.57, 3.54, -1.35], [6.51, 3.31, 0.23], [2.85, 3.32, -0.76], [2.67, 2.48, 0.73], [2.34, -1.76, -6.17], [3.31, -2.87, -5.84], [3.50, -2.85, -4.34], [2.76, -1.69, -3.90], [1.65, -1.56, -4.81], [1.60, -2.02, -6.95], [2.92, -0.85, -6.47], [4.28, -2.76, -6.36], [2.81, -3.77, -6.17], [4.52, -2.84, -3.93], [2.98, -3.71, -3.90], [1.18, -0.58, -4.62], [0.93, -2.39, -4.61], [5.41, 3.40, 4.78], [5.75, 2.27, 5.77], [6.59, 1.20, 5.06], [6.13, 1.31, 3.34], [5.54, 0.11, 2.82], [7.30, 1.82, 2.64], [4.92, 2.67, 3.48], [6.31, 3.98, 4.46], [4.62, 4.00, 5.14], [4.78, 1.85, 6.06], [6.26, 2.58, 6.72], [6.35, 0.21, 5.39], [7.70, 1.34, 5.14], [4.01, 2.25, 3.84], [4.93, 3.22, 2.55], [-3.71, 0.01, 5.13], [-4.98, 0.09, 5.90], [-5.81, -1.15, 5.48], [-4.94, -1.95, 4.03], [-5.92, -2.10, 2.94], [-4.21, -3.09, 4.48], [-3.86, -0.52, 3.76], [-2.99, -0.62, 5.65], [-3.25, 1.02, 5.17], [-5.46, 1.01, 5.61], [-4.86, 0.15, 6.95], [-6.81, -0.98, 5.22], [-5.83, -1.89, 6.28], [-4.35, 0.16, 3.00], [-2.99, -0.96, 3.24], [2.01, -2.24, 4.33], [0.63, -2.42, 3.63], [0.18, -0.93, 3.46], [1.66, -0.16, 2.76], [1.79, 1.21, 3.19], [1.61, -0.45, 1.35], [2.81, -1.21, 3.60], [2.61, -3.17, 4.35], [1.86, -2.04, 5.40], [-0.01, -2.99, 4.31], [0.65, -2.92, 2.68], [0.14, -0.36, 4.37], [-0.69, -0.66, 2.82], [3.48, -0.54, 4.19], [3.41, -1.66, 2.84], [-0.63, 4.02, 2.59], [-0.42, 5.12, 3.65], [0.01, 4.39, 4.96], [-1.11, 3.01, 5.01], [-2.36, 3.51, 5.52], [-0.49, 1.88, 5.74], [-1.23, 2.75, 3.22], [0.33, 3.76, 2.10], [-1.25, 4.34, 1.79], [-1.38, 5.58, 3.91], [0.23, 5.91, 3.28], [-0.14, 4.87, 5.93], [0.98, 3.95, 4.86], [-2.33, 2.59, 3.01], [-0.62, 1.85, 2.98], [-5.15, 3.38, 3.62], [-4.91, 2.85, 2.18], [-5.32, 3.89, 1.13], [-4.73, 5.43, 1.95], [-5.60, 6.55, 1.60], [-3.29, 5.52, 1.72], [-5.06, 4.87, 3.62], [-4.41, 2.93, 4.25], [-6.08, 3.05, 3.97], [-5.61, 1.98, 2.01], [-3.90, 2.53, 1.97], [-6.37, 3.91, 0.98], [-4.81, 3.76, 0.18], [-6.03, 5.38, 3.80], [-4.16, 5.21, 4.08], [-5.50, -1.14, -0.28], [-7.02, -1.04, -0.01], [-7.78, -1.07, -1.32], [-6.61, -1.28, -2.65], [-6.22, 0.02, -3.18], [-7.00, -2.31, -3.61], [-5.26, -1.94, -1.56], [-5.03, -1.69, 0.57], [-5.04, -0.12, -0.32], [-7.28, -0.18, 0.57], [-7.34, -1.89, 0.62], [-8.42, -0.22, -1.55], [-8.47, -1.87, -1.50], [-4.33, -1.73, -2.16], [-5.41, -3.03, -1.49], [-3.92, 3.92, -5.02], [-4.55, 2.50, -4.91], [-3.60, 1.55, -4.16], [-1.96, 2.15, -4.86], [-1.46, 1.22, -5.87], [-1.06, 2.55, -3.75], [-2.56, 3.65, -5.67], [-3.74, 4.22, -3.93], [-4.66, 4.52, -5.50], [-4.63, 2.11, -5.93], [-5.51, 2.47, -4.38], [-3.69, 0.48, -4.22], [-3.63, 1.78, -3.06], [-2.61, 3.34, -6.68], [-1.77, 4.38, -5.53], [-2.76, 6.29, -1.61], [-2.09, 7.38, -0.79], [-0.71, 7.57, -1.52], [-0.21, 5.94, -2.17], [0.90, 5.32, -1.51], [-0.21, 6.05, -3.61], [-1.70, 5.12, -1.67], [-3.07, 6.59, -2.67], [-3.64, 5.95, -1.07], [-2.00, 7.00, 0.25], [-2.69, 8.32, -0.83], [0.19, 7.89, -0.95], [-0.69, 8.02, -2.48], [-1.49, 4.76, -0.68], [-1.95, 4.32, -2.33], [-0.51, -0.87, -1.21], [0.29, 0.41, -1.22], [-0.37, 1.57, -0.39], [-2.05, 1.00, -0.17], [-3.10, 1.92, -0.56], [-2.16, 0.50, 1.19], [-1.97, -0.40, -1.24], [-0.27, -1.43, -0.32], [-0.27, -1.53, -2.04], [0.36, 0.86, -2.23], [1.29, 0.16, -0.93], [-0.46, 2.47, -1.03], [0.10, 1.80, 0.57], [-2.29, -0.11, -2.23], [-2.71, -1.15, -0.95], [-1.65, -3.47, -6.53], [-3.07, -3.81, -6.70], [-3.79, -3.75, -5.39], [-2.52, -3.87, -4.20], [-2.78, -4.99, -3.32], [-2.26, -2.54, -3.63], [-1.20, -4.23, -5.30], [-1.52, -2.41, -6.31], [-1.09, -3.69, -7.43], [-3.23, -4.80, -7.15], [-3.58, -3.14, -7.41], [-4.47, -4.64, -5.22], [-4.37, -2.84, -5.22], [-1.21, -5.27, -5.40], [-0.29, -3.89, -4.82], [5.40, -2.03, -1.48], [6.39, -1.78, -0.30], [6.05, -2.65, 1.01], [4.62, -3.63, 0.60], [3.56, -3.54, 1.59], [5.10, -4.92, 0.13], [4.09, -2.63, -0.84], [5.87, -2.89, -1.99], [5.26, -1.19, -2.11], [6.51, -0.75, 0.01], [7.36, -2.14, -0.61], [5.74, -1.94, 1.83], [6.78, -3.45, 1.29], [3.52, -1.79, -0.45], [3.49, -3.17, -1.54], [0.31, -7.84, -0.94], [1.77, -8.04, -1.27], [2.30, -6.78, -1.98], [0.83, -5.79, -2.33], [0.96, -5.17, -3.65], [0.63, -4.95, -1.17], [-0.35, -7.19, -2.15], [0.11, -7.25, -0.04], [-0.09, -8.80, -0.75], [1.81, -8.87, -1.93], [2.40, -8.27, -0.45], [2.89, -6.95, -2.87], [2.94, -6.23, -1.28], [-0.32, -7.87, -2.97], [-1.32, -6.78, -2.05]], "mulliken_charge": [0.423, -0.753, -0.620, -0.368, 0.865, -0.329, 0.322, 0.321, 0.256, 0.274, 0.449, -0.014, -0.793, -0.502, -0.732, -0.351, -0.483, 0.962, 0.408, 0.159, 0.275, 0.289, 0.074, 0.423, -0.706, 0.271, 0.998, 0.921, -0.749, -0.495, -0.282, -0.978, 0.338, 0.523, -1.200, 0.290, 0.399, 0.369, -0.094, 0.672, 0.717, 0.288, -0.606, 1.137, 0.243, -0.908, -0.779, 0.089, -0.508, 0.534, -1.561, 0.438, 2.715, 0.208, -1.158, -0.402, 1.483, -1.452, -0.988, 0.658, -0.833, 0.355, 0.481, -0.883, 0.054, -0.349, -0.984, 0.267, 0.254, 0.904, 0.349, 0.162, 0.361, 0.250, 0.377, -0.502, -0.003, -1.082, -0.799, -0.652, -0.995, 1.183, -0.494, -0.784, 0.823, 0.447, 0.423, 0.221, 0.419, 0.359, 0.417, -0.069, -0.631, -0.061, -0.672, -1.064, 1.231, -0.661, -0.712, 1.882, 0.511, -0.382, -0.008, 0.555, 0.468, 0.372, -0.771, -0.835, -0.859, -0.401, 0.286, 1.494, -0.782, -0.383, 0.667, 0.296, 0.397, 0.537, 0.000, 0.452, -0.934, -0.070, -0.821, 2.086, -0.764, -0.749, 1.129, -0.720, -0.726, 2.678, -0.688, -0.958, 0.098, 0.361, 0.684, 0.060, -1.907, -0.696, -0.149, 1.730, -0.693, 1.135, -0.844, -0.497, -1.203, -0.321, 0.655, 0.069, -1.370, 0.577, -0.086, 0.418, 0.486, 1.204, -0.919, -0.820, 1.096, -0.533, -0.737, 0.229, -0.385, -0.266, 0.344, 0.277, 0.449, 0.414, -0.542, 0.321, 0.132, -0.910, 0.013, 0.990, -0.803, -0.233, -1.183, -0.263, 0.453, 0.424, 0.432, 0.347, -0.400, 0.590, 0.346, -0.710, -0.090, -1.111, 1.076, -0.192, -0.789, 2.058, 0.360, 0.293, -0.076, 0.482, 0.276, 0.479, -1.303, -0.837, -0.188, 0.504, 0.673, 1.463, -0.233, 0.043, 1.062, -0.229, 0.431, 0.267, -0.577, -0.772, -0.587, -0.771, -0.695, -0.361, -0.792, -0.563, 1.381, -0.850, -0.255, 0.564, 0.128, 0.454, 0.289, 0.418, 0.383, 0.123, 0.603, -1.389, -0.707, -0.945, -0.204, 1.026, -0.285, -0.725, 0.692, 0.630, 0.268, 0.107, 0.467, -0.230, 0.567, -0.805, 0.036, 0.379, -0.862, -0.415, 0.959, -0.727, -0.293, -0.875, -0.821, 0.745, 0.346, 0.555, 0.471, -0.190, 0.488, 0.299]}